{
  "formula": "C3H11Cl2N2PSi",
  "method": "ωB97M-V with the def2-TZVPD basis set",
  "species": ["C", "C", "C", "N", "N", "Si", "P", "Cl", "Cl", "H", "H", "H", "H", "H", "H", "H", "H", "H", "H", "H"],
  "xyz": [[-1.410, 1.024, 1.755], [-0.176, 1.186, -1.186], [-1.726, -1.510, -0.232], [1.643, -1.132, -1.623], [0.862, -0.453, 0.818], [-0.767, 0.066, 0.190], [2.030, -0.600, -0.259], [3.673, -1.252, 0.754], [2.912, 2.664, -0.266], [-1.239, 2.048, 1.744], [-2.537, 0.734, 1.841], [-0.902, 0.585, 2.710], [-0.158, 0.593, -2.219], [-1.008, 1.916, -1.194], [0.933, 1.543, -1.230], [-1.028, -2.349, -0.617], [-2.252, -2.193, 0.589], [-2.491, -1.292, -0.920], [2.441, -1.581, -2.224], [1.200, 0.004, 1.567]],
  "nbo_charge": [-1.090, -1.216, -1.150, -1.183, -1.299, 1.761, 1.898, -0.182, -0.736, 0.247, 0.243, 0.240, 0.264, 0.246, 0.320, 0.265, 0.263, 0.244, 0.440, 0.424],
  "homo_lumo_gap_ev": 6.6,
  "e_tot_ha": -1781.62481,
  "spin_multiplicity": 1,
  "homo_energy_ev": -8.641
}